[1]
ORCA calculation (the ωB97M-V functional and the def2-TZVPD basis) on a cluster of 14 separate species, C34H99N3O25 in total.

Last columns: bonded neighbours and bond lengths (Å).
Atoms and positions in Å:
1 C 20.80630 5.84508 -11.55392  C2 1.541, H7 1.090, H8 1.090, H9 1.090
2 C 21.67238 7.04944 -11.13639  C1 1.541, C3 1.485, N6 1.439, H10 1.090
3 C 20.83851 8.23271 -10.80660  C2 1.485, O4 1.463, H11 1.090, H12 1.090
4 O 21.42630 9.56305 -10.96105  C3 1.463, C5 1.409
5 C 22.18763 9.94715 -9.83947  O4 1.409, H13 1.090, H14 1.090, H15 1.090
6 N 22.33883 6.72346 -9.90368  C2 1.439, H16 1.010, H17 1.010
7 H 20.08590 6.03308 -12.35003  C1 1.090
8 H 20.23355 5.35340 -10.76759  C1 1.090
9 H 21.38836 5.00223 -11.92664  C1 1.090
10 H 22.35004 7.29838 -11.95303  C2 1.090
11 H 20.43525 8.18038 -9.79529  C3 1.090
12 H 19.90364 8.16651 -11.36313  C3 1.090
13 H 23.18086 9.52282 -9.69267  C5 1.090
14 H 21.68232 9.85125 -8.87845  C5 1.090
15 H 22.44528 10.97968 -10.07522  C5 1.090
16 H 23.17896 7.25422 -9.72319  N6 1.010
17 H 22.65663 5.76754 -9.97664  N6 1.010
18 C 29.20523 14.09153 -5.49327  C19 1.537, H24 1.090, H25 1.090, H26 1.090
19 C 27.67097 14.07684 -5.40931  C18 1.537, C20 1.539, N23 1.441, H27 1.090
20 C 27.05199 13.88900 -4.01238  C19 1.539, O21 1.418, H28 1.090, H29 1.090
21 O 27.50273 12.59403 -3.64986  C20 1.418, C22 1.387
22 C 27.05697 11.94618 -2.50709  O21 1.387, H30 1.090, H31 1.090, H32 1.090
23 N 27.27319 15.28682 -6.08311  C19 1.441, H33 1.010, H34 1.010
24 H 29.44618 13.17063 -4.96226  C18 1.090
25 H 29.66261 14.93531 -4.97662  C18 1.090
26 H 29.58938 13.94265 -6.50242  C18 1.090
27 H 27.35916 13.15625 -5.90265  C19 1.090
28 H 25.96226 13.90181 -3.99183  C20 1.090
29 H 27.39234 14.59662 -3.25636  C20 1.090
30 H 27.88460 11.94328 -1.79778  C22 1.090
31 H 26.86481 10.87920 -2.61995  C22 1.090
32 H 26.16028 12.37617 -2.06082  C22 1.090
33 H 27.86631 15.37418 -6.89592  N23 1.010
34 H 27.44257 16.11767 -5.53438  N23 1.010
35 C 9.47748 9.49617 -3.23231  C36 1.508, H41 1.090, H42 1.090, H43 1.090
36 C 10.47617 10.58938 -3.51602  C35 1.508, C37 1.573, N40 1.391, H44 1.090
37 C 11.27537 10.20222 -4.81428  C36 1.573, O38 1.457, H45 1.090, H46 1.090
38 O 12.55750 10.89343 -4.80940  C37 1.457, C39 1.434
39 C 13.41004 10.90758 -5.96286  O38 1.434, H47 1.090, H48 1.090, H49 1.090
40 N 9.80819 11.78565 -3.75611  C36 1.391, H50 1.010, H51 1.010
41 H 9.00043 9.79595 -2.29923  C35 1.090
42 H 9.87686 8.48876 -3.11506  C35 1.090
43 H 8.73642 9.42974 -4.02887  C35 1.090
44 H 11.21755 10.81197 -2.74861  C36 1.090
45 H 10.72114 10.40525 -5.73063  C37 1.090
46 H 11.66361 9.21051 -4.58216  C37 1.090
47 H 14.45559 10.80925 -5.67088  C39 1.090
48 H 13.41832 11.84217 -6.52374  C39 1.090
49 H 13.24096 10.08607 -6.65902  C39 1.090
50 H 10.54496 12.44015 -3.97724  N40 1.010
51 H 9.22762 12.13286 -3.00613  N40 1.010
52 C 18.90498 13.64639 -15.69761  C53 1.515, O55 1.468, H56 1.090, H57 1.090
53 C 17.42713 13.77500 -16.00537  C52 1.515, O54 1.355, H58 1.090, H59 1.090
54 O 16.53030 13.70334 -14.99201  C53 1.355, H60 0.960
55 O 19.13999 14.34569 -14.42817  C52 1.468, H61 0.960
56 H 19.47718 14.13148 -16.48842  C52 1.090
57 H 19.11392 12.57667 -15.70954  C52 1.090
58 H 17.03198 13.18945 -16.83545  C53 1.090
59 H 17.16822 14.80723 -16.24116  C53 1.090
60 H 16.94488 14.23110 -14.30558  O54 0.960
61 H 19.33477 13.64980 -13.79619  O55 0.960
62 C 26.10646 17.87224 -13.67908  C63 1.455, O65 1.455, H66 1.090, H67 1.090
63 C 27.55958 17.91869 -13.61289  C62 1.455, O64 1.440, H68 1.090, H69 1.090
64 O 28.09505 17.01013 -12.63256  C63 1.440, H70 0.960
65 O 25.58656 16.58813 -14.12410  C62 1.455, H71 0.960
66 H 25.82121 18.64520 -14.39271  C62 1.090
67 H 25.52346 18.08722 -12.78354  C62 1.090
68 H 27.79975 18.89082 -13.18233  C63 1.090
69 H 27.99562 17.90110 -14.61172  C63 1.090
70 H 28.94558 16.74599 -12.99096  O64 0.960
71 H 24.67046 16.60617 -13.83765  O65 0.960
72 C 29.87963 -0.13849 -9.84911  C73 1.574, O75 1.452, H76 1.090, H77 1.090
73 C 29.03829 1.00321 -10.53219  C72 1.574, O74 1.427, H78 1.090, H79 1.090
74 O 27.99224 1.44937 -9.67002  C73 1.427, H80 0.960
75 O 30.60771 0.17829 -8.63388  C72 1.452, H81 0.960
76 H 30.55532 -0.61637 -10.55846  C72 1.090
77 H 29.11837 -0.86239 -9.55835  C72 1.090
78 H 28.50276 0.71960 -11.43821  C73 1.090
79 H 29.79601 1.78127 -10.62477  C73 1.090
80 H 28.34087 1.85138 -8.87099  O74 0.960
81 H 30.71574 1.11640 -8.46101  O75 0.960
82 C 15.34982 -0.87709 -5.48709  C83 1.504, O85 1.421, H86 1.090, H87 1.090
83 C 15.81474 -0.35422 -6.81814  C82 1.504, O84 1.357, H88 1.090, H89 1.090
84 O 15.78026 -1.34750 -7.74173  C83 1.357, H90 0.960
85 O 16.33590 -1.68082 -4.85368  C82 1.421, H91 0.960
86 H 14.41136 -1.43086 -5.51401  C82 1.090
87 H 15.10400 0.04267 -4.95633  C82 1.090
88 H 16.76510 0.17813 -6.77944  C83 1.090
89 H 15.05855 0.33508 -7.19381  C83 1.090
90 H 14.96495 -1.35703 -8.24847  O84 0.960
91 H 17.12433 -1.13488 -4.89763  O85 0.960
92 C 29.00180 9.98753 -12.71884  C93 1.514, O95 1.397, H96 1.090, H97 1.090
93 C 29.84647 9.36442 -11.62744  C92 1.514, O94 1.415, H98 1.090, H99 1.090
94 O 29.27391 8.11447 -11.29297  C93 1.415, H100 0.960
95 O 28.71896 9.11808 -13.77496  C92 1.397, H101 0.960
96 H 29.32714 10.94602 -13.12326  C92 1.090
97 H 28.16420 10.20658 -12.05660  C92 1.090
98 H 29.90030 9.94542 -10.70677  C93 1.090
99 H 30.83940 9.08763 -11.98181  C93 1.090
100 H 28.94128 7.81156 -12.14102  O94 0.960
101 H 28.43656 9.63067 -14.53595  O95 0.960
102 C 21.53593 19.17208 -4.65016  C103 1.547, O105 1.361, H106 1.090, H107 1.090
103 C 20.97022 20.47915 -4.04562  C102 1.547, O104 1.371, H108 1.090, H109 1.090
104 O 20.52053 20.32354 -2.75974  C103 1.371, H110 0.960
105 O 21.66524 19.22640 -6.00398  C102 1.361, H111 0.960
106 H 20.74127 18.45773 -4.43501  C102 1.090
107 H 22.38505 18.73243 -4.12690  C102 1.090
108 H 20.10268 20.69882 -4.66788  C103 1.090
109 H 21.75287 21.21517 -4.22953  C103 1.090
110 H 20.14619 21.17505 -2.52221  O104 0.960
111 H 22.43841 18.72381 -6.27081  O105 0.960
112 C 15.90829 3.58354 -17.42802  C113 1.602, O115 1.439, H116 1.090, H117 1.090
113 C 14.76597 3.26242 -16.35172  C112 1.602, O114 1.360, H118 1.090, H119 1.090
114 O 15.02787 3.61919 -15.06547  C113 1.360, H120 0.960
115 O 17.04822 2.76272 -17.11459  C112 1.439, H121 0.960
116 H 16.21073 4.61968 -17.27628  C112 1.090
117 H 15.53326 3.40845 -18.43639  C112 1.090
118 H 14.86884 2.17767 -16.32265  C113 1.090
119 H 13.78106 3.68944 -16.54068  C113 1.090
120 H 15.11805 4.57385 -15.01968  O114 0.960
121 H 16.93545 2.25490 -16.30773  O115 0.960
122 C 20.23934 8.64556 -2.77257  C123 1.483, O125 1.410, H126 1.090, H127 1.090
123 C 20.47414 7.20058 -3.00910  C122 1.483, O124 1.402, H128 1.090, H129 1.090
124 O 20.32821 6.52928 -1.78673  C123 1.402, H130 0.960
125 O 18.87178 8.72877 -2.43977  C122 1.410, H131 0.960
126 H 20.38877 9.11666 -3.74408  C122 1.090
127 H 20.82086 9.07582 -1.95720  C122 1.090
128 H 21.49888 7.17194 -3.37953  C123 1.090
129 H 19.81557 6.80623 -3.78297  C123 1.090
130 H 19.49734 6.84512 -1.42408  O124 0.960
131 H 18.57194 9.32733 -3.12782  O125 0.960
132 C 20.56512 -1.87641 -13.68009  C133 1.506, O135 1.360, H136 1.090, H137 1.090
133 C 21.36060 -2.17105 -14.92417  C132 1.506, O134 1.478, H138 1.090, H139 1.090
134 O 22.01023 -0.95330 -15.45287  C133 1.478, H140 0.960
135 O 19.45893 -1.12003 -13.91306  C132 1.360, H141 0.960
136 H 21.10099 -1.43803 -12.83820  C132 1.090
137 H 20.22831 -2.81468 -13.23927  C132 1.090
138 H 20.79608 -2.67951 -15.70578  C133 1.090
139 H 22.22773 -2.79383 -14.70436  C133 1.090
140 H 21.48062 -0.61006 -16.17626  O134 0.960
141 H 18.85179 -1.04336 -13.17341  O135 0.960
142 C 22.70512 7.14028 -18.61455  C143 1.555, O145 1.461, H146 1.090, H147 1.090
143 C 23.64704 6.00118 -19.09888  C142 1.555, O144 1.444, H148 1.090, H149 1.090
144 O 22.88192 4.77801 -19.04913  C143 1.444, H150 0.960
145 O 21.50649 7.32128 -19.42921  C142 1.461, H151 0.960
146 H 23.21963 8.09524 -18.50764  C142 1.090
147 H 22.23111 6.84382 -17.67884  C142 1.090
148 H 24.55465 5.75521 -18.54765  C143 1.090
149 H 23.84593 6.22130 -20.14773  C143 1.090
150 H 23.03040 4.41818 -18.17158  O144 0.960
151 H 21.35330 6.51906 -19.93377  O145 0.960
152 C 11.42049 9.04122 -12.22842  C153 1.562, O155 1.352, H156 1.090, H157 1.090
153 C 10.97987 7.96398 -11.18632  C152 1.562, O154 1.470, H158 1.090, H159 1.090
154 O 9.57374 8.28705 -10.90497  C153 1.470, H160 0.960
155 O 12.57040 8.65638 -12.82570  C152 1.352, H161 0.960
156 H 11.65840 9.93054 -11.64479  C152 1.090
157 H 10.65183 9.24514 -12.97386  C152 1.090
158 H 11.64118 8.10212 -10.33093  C153 1.090
159 H 11.12767 6.92011 -11.46309  C153 1.090
160 H 9.17267 7.71966 -10.24253  O154 0.960
161 H 13.17509 9.36111 -13.06927  O155 0.960

Net charge: 0
Lowest unoccupied orbital energy: 0.158 eV
Energy relative to the best compared isomer or geometry (same formula, charge and spin): 830.5 kJ/mol
Maximum force: 3.92 eV/A
Kohn-Sham gap: 9.2 eV



[2]
ORCA calculation (the ωB97M-V functional and the def2-TZVPD basis) on a cluster of 2 separate species, C17H27N3O6S in total.

Last columns: bonded neighbours and bond lengths (Å).
Atoms and positions in Å:
1 O -1.46795 -3.73640 -1.63608  C7 1.230
2 O -0.78234 6.00208 3.38601  C8 1.224
3 O -0.59419 5.39985 -1.44649  C9 1.226
4 O 3.95163 -8.24766 -4.34750  S27 1.462
5 O 3.60790 -9.35834 -2.19826  S27 1.463
6 O 0.23720 -3.15168 -0.21020  C7 1.363, C19 1.433
7 C -0.33440 -3.90611 -1.19079  O1 1.230, O6 1.363, C14 1.480
8 C -1.74772 5.94850 2.63582  O2 1.224, N17 1.332, C20 1.510
9 C -0.03670 5.52631 -0.36197  O3 1.226, N16 1.337, C26 1.542
10 C 1.76108 -5.28200 -1.23801  C12 1.396, C14 1.408, H28 1.087
11 C -0.03126 -5.86656 -2.74729  C13 1.399, C14 1.409, H29 1.087
12 C 2.51398 -6.35702 -1.71414  C10 1.396, C15 1.400, H30 1.089
13 C 0.72303 -6.94078 -3.23032  C11 1.399, C15 1.403, H31 1.088
14 C 0.47101 -5.02119 -1.73765  C7 1.480, C10 1.408, C11 1.409
15 C 1.99888 -7.19822 -2.70777  C12 1.400, C13 1.403, S27 1.817
16 N 0.98317 6.38273 -0.24460  C9 1.337, C21 1.464, H32 1.009
17 N -1.71538 5.36589 1.43841  C8 1.332, C26 1.466, H33 1.007
18 N 1.94263 -9.65897 -3.98627  S27 1.655, H34 1.011, H35 1.011
19 C -0.65110 -2.24427 0.45428  O6 1.433, H36 1.095, H37 1.095, H38 1.094
20 C -3.06184 6.56467 3.05113  C8 1.510, H39 1.089, H40 1.088, H41 1.088
21 C 1.69396 6.75661 0.97918  N16 1.464, H42 1.091, H43 1.091, H44 1.092
22 C -1.71940 1.01556 1.13690  C24 1.526, H45 1.088, H46 1.090, H47 1.090
23 C -0.15511 2.15579 2.68333  C24 1.530, H48 1.089, H49 1.090, H50 1.090
24 C -1.28939 2.37543 1.68051  C22 1.526, C23 1.530, C25 1.540, H51 1.090
25 C -0.86274 3.26580 0.49813  C24 1.540, C26 1.541, H52 1.091, H53 1.090
26 C -0.52916 4.72634 0.86063  C9 1.542, N17 1.466, C25 1.541, H54 1.088
27 S 3.00391 -8.59585 -3.29057  O4 1.462, O5 1.463, C15 1.817, N18 1.655
28 H 2.18713 -4.65166 -0.46182  C10 1.087
29 H -1.02188 -5.69074 -3.15982  C11 1.087
30 H 3.50511 -6.54090 -1.30241  C12 1.089
31 H 0.31038 -7.57571 -4.01179  C13 1.088
32 H 1.23847 6.85351 -1.09928  N16 1.009
33 H -2.54875 5.39376 0.87313  N17 1.007
34 H 2.47569 -10.09749 -4.72539  N18 1.011
35 H 1.73019 -10.32600 -3.25707  N18 1.011
36 H -1.09821 -1.54686 -0.26164  C19 1.095
37 H -1.45469 -2.78858 0.96163  C19 1.095
38 H -0.09970 -1.66843 1.20340  C19 1.094
39 H -2.97101 6.92950 4.07336  C20 1.089
40 H -3.29341 7.39359 2.38602  C20 1.088
41 H -3.84806 5.81425 2.99982  C20 1.088
42 H 2.35873 7.59839 0.77911  C21 1.091
43 H 2.28855 5.91747 1.34461  C21 1.091
44 H 0.98215 7.05476 1.75247  C21 1.092
45 H -0.89245 0.57371 0.58513  C22 1.088
46 H -2.01260 0.36220 1.95814  C22 1.090
47 H -2.57065 1.14051 0.46739  C22 1.090
48 H -0.48581 1.48142 3.47239  C23 1.089
49 H 0.11892 3.10469 3.14448  C23 1.090
50 H 0.71491 1.73157 2.18322  C23 1.090
51 H -2.14083 2.81868 2.19677  C24 1.090
52 H -1.66850 3.26997 -0.23809  C25 1.091
53 H 0.01302 2.82110 0.02456  C25 1.090
54 H 0.27362 4.70678 1.59527  C26 1.088

Net charge: 0
Lowest unoccupied orbital energy: -0.458 eV
SMILES string: CNC(=O)[C@H](CC(C)C)NC(C)=O.COC(=O)c1ccc(S(N)(=O)=O)cc1
Energy relative to the best compared isomer or geometry (same formula, charge and spin): 108.6 kJ/mol
Maximum force: 3.20 eV/A
Kohn-Sham gap: 9.1 eV



| no. | calculated total energy (eV) |
| --- | --- |
| 1 | -92506.0909 |
| 2 | -45658.1160 |